# 1
20
Properties=species:S:1:pos:R:3:nbo_charge:R:1 method="wB97M-V/def2-TZVPD" total_charge=+1 homo_ev=-12.685 total_energy_ha=-344.65871 homo_lumo_gap_ev=9.358
C -1.7162 2.1790 0.0064 -0.619
C -0.2486 1.9909 0.1163 -0.475
C 0.0406 0.5456 0.1345 0.239
C 0.6361 0.0453 1.2478 -0.208
N 1.3160 -1.2759 1.1456 -0.738
N 0.1572 -0.1105 -1.0930 -0.812
H -2.3614 1.6962 0.8113 0.231
H -2.1910 1.6303 -0.9583 0.194
H -1.9909 3.2807 -0.2185 0.244
H 0.0012 2.5687 1.0991 0.243
H 0.3084 2.5917 -0.6574 0.252
H 0.6548 0.3525 2.2294 0.229
H 1.5948 -1.8456 2.0767 0.470
H 0.8242 -1.9777 0.4885 0.461
H 2.1534 -0.9656 0.6363 0.446
H 0.3035 -1.0687 -1.1480 0.394
H -0.2830 0.3622 -1.9123 0.420
H 0.7365 -3.7678 -1.6817 0.498
H -0.4324 -3.1572 -1.1659 0.485
O 0.4968 -3.0743 -1.1567 -0.954

---

# 2
18
Properties=species:S:1:pos:R:3:nbo_charge:R:1 method="wB97M-V/def2-TZVPD" homo_ev=-7.493 smiles="CN1CN=c2sccc2=C1Cl" total_energy_ha=-1238.75555 homo_lumo_gap_ev=7.981
C 1.1064 0.8119 -2.1010 -0.236
C 2.0385 0.0026 -2.5641 -0.360
C 0.5912 0.3918 -0.8525 -0.315
C -0.6154 0.5833 -0.2777 0.322
C 1.3714 -0.7889 -0.3355 0.121
C 0.2709 -0.5701 1.5711 -0.064
C -2.1937 -0.0530 1.6085 -0.399
N 1.1894 -1.3050 0.7969 -0.466
N -0.9151 0.1240 0.9703 -0.418
S 2.3980 -1.3964 -1.5675 0.357
Cl -1.9038 1.6031 -0.9931 -0.017
H 1.1430 1.8461 -2.5144 0.239
H 2.5706 0.1895 -3.5052 0.235
H -0.1527 -1.3769 2.3145 0.193
H 0.8285 0.1375 2.2718 0.178
H -2.2794 -0.0629 2.6705 0.217
H -2.7969 0.7411 1.1981 0.222
H -2.6510 -0.8778 1.3092 0.192